Density functional theory data (the ωB97M-V functional and the def2-TZVPD basis) for a molecular structure, C26H59AsCuF6NO12 at a distorted geometry.

The geometry in XYZ format:
```
106
Properties=species:S:1:pos:R:3:forces:R:3
Cu 4.808255 5.436367 -2.277929 -0.304 0.654 0.733
As -1.041165 2.487737 0.796331 -0.874 0.205 -0.194
F -0.482165 1.174007 -0.273739 -0.472 0.884 1.041
F -2.379845 1.514397 1.479231 1.086 0.501 -0.627
F -1.531835 3.839737 1.875861 0.347 -0.806 -1.463
F 0.320275 3.496017 0.088731 -1.699 -0.877 0.817
F -2.260965 2.949697 -0.521689 1.852 -0.036 1.559
F -0.038395 1.940357 2.149371 -0.190 0.204 -1.219
C 0.261195 5.317127 8.257721 -1.244 -1.031 0.642
C 1.608695 5.756447 8.294351 1.448 0.443 0.433
N 2.669985 6.183357 8.398371 -0.073 -0.122 -0.192
H -0.376955 6.198097 8.188761 -0.278 -0.390 -0.622
H -0.031655 4.802947 9.173121 0.342 0.387 0.556
H 0.116265 4.472087 7.584651 -0.190 0.710 -0.846
C 5.763665 0.547637 -1.588869 -1.310 0.458 -0.265
O 5.630795 1.334137 -2.762959 -0.751 -0.095 -1.348
C 5.102195 0.551437 -3.885859 0.051 -0.122 0.187
C 4.297115 1.419047 -4.954269 1.559 -0.722 2.805
O 5.021495 2.602707 -5.131589 0.565 0.396 -2.805
C 5.734135 2.592947 -6.441989 -1.502 -0.172 0.876
C 6.912045 1.656657 -6.469269 0.533 1.661 1.688
O 7.653055 2.110527 -5.325949 1.817 -1.809 -0.571
C 8.911365 1.320627 -5.162739 -1.645 1.933 0.256
H 4.743595 0.285957 -1.307639 -0.005 -0.891 0.117
H 6.049255 1.176977 -0.745979 0.744 0.060 -0.323
H 6.410385 -0.310323 -1.772599 0.041 -0.059 0.362
H 4.470285 -0.279943 -3.573429 -0.677 0.293 0.675
H 5.929265 -0.048963 -4.264779 0.483 0.550 -0.704
H 3.356265 1.674987 -4.467029 -0.197 -0.040 -0.250
H 4.142395 0.843877 -5.867149 -0.078 -0.007 -0.004
H 5.943275 3.646727 -6.626169 0.558 -0.244 0.036
H 5.079225 2.249777 -7.242879 -0.598 0.165 0.033
H 7.468035 1.835347 -7.389619 0.145 -0.130 -0.220
H 6.658545 0.599757 -6.386809 -0.208 -0.077 -0.015
H 9.560545 2.011807 -4.625219 0.235 -0.174 -0.170
H 9.297535 1.108727 -6.159769 0.198 -0.368 0.242
H 8.731025 0.470687 -4.504579 -0.035 -0.301 -0.422
C 7.274725 5.645397 0.067871 0.103 0.573 0.383
O 6.100595 6.383047 0.122081 -2.990 0.623 0.454
C 6.040125 7.629817 0.880601 1.354 -0.264 -0.739
C 4.614645 8.090317 1.178191 0.750 -2.125 -0.827
O 3.903835 7.980897 -0.064799 0.198 1.152 2.256
C 2.601765 8.580957 0.008651 1.567 -0.250 -2.467
C 2.359765 8.727607 -1.543779 -1.060 -0.339 0.974
O 2.883645 7.607397 -2.329859 -0.701 0.705 0.489
C 2.139975 7.565217 -3.564039 0.724 -0.323 0.725
H 7.035445 4.891067 -0.681689 0.811 -0.122 -0.152
H 7.502665 5.144137 1.008551 0.097 -0.017 0.131
H 8.054295 6.364757 -0.182859 0.676 -0.589 -0.369
H 6.635265 8.296567 0.256611 -0.402 0.710 -0.091
H 6.630765 7.569627 1.794731 -0.209 -0.429 0.343
H 4.604595 9.039837 1.713361 0.000 0.456 -0.607
H 4.223085 7.365987 1.892441 -0.368 -0.170 0.080
H 2.618895 9.564777 0.477591 0.216 0.244 -0.130
H 1.896265 7.992107 0.594851 -0.126 -0.454 -0.474
H 2.691655 9.666127 -1.987789 0.769 0.005 0.362
H 1.277415 8.833587 -1.617439 -0.344 -0.614 -0.540
H 2.474765 6.685197 -4.113209 -0.224 -0.166 0.088
H 2.409205 8.420767 -4.183449 -0.453 0.270 0.028
H 1.094225 7.493027 -3.265279 -0.130 0.074 -0.733
C -0.776675 -16.000913 3.698381 1.038 -0.358 2.334
O -0.280045 -14.774243 3.269761 0.325 0.973 -2.033
C 1.041645 -14.415093 3.694571 -1.039 -0.831 1.556
C 1.456635 -13.099013 3.154481 0.003 2.719 -0.824
O 2.159585 -12.255493 4.098161 -0.181 -1.649 0.267
C 2.360785 -10.939163 3.683121 1.386 0.776 0.193
C 1.437945 -9.992303 4.387861 -2.091 0.440 -0.890
O 1.695005 -8.639353 4.046461 -0.086 1.356 1.569
C 0.806105 -7.678073 4.732021 0.501 -0.295 -0.804
H -1.078965 -15.852923 4.735121 -0.773 -0.038 0.298
H 0.033505 -16.705993 3.884281 0.211 -0.473 -0.761
H -1.596615 -16.471583 3.155921 0.268 0.630 -0.518
H 1.778135 -15.197873 3.513101 -0.084 -0.210 -0.300
H 0.966095 -14.297303 4.775551 0.338 0.015 0.382
H 0.614475 -12.451663 2.909911 -0.703 -0.715 -0.382
H 2.060095 -13.147813 2.248081 0.139 -0.346 -0.100
H 2.254225 -10.726193 2.619461 -0.032 -0.541 -0.299
H 3.398335 -10.717273 3.932861 0.149 0.242 -0.001
H 1.289325 -10.219153 5.443581 0.520 0.283 0.240
H 0.475765 -10.144033 3.898691 -0.664 -0.680 0.354
H 0.367035 -8.032103 5.664751 0.353 -0.375 0.040
H -0.024545 -7.344653 4.109971 -0.151 -0.567 -0.448
H 1.323815 -6.737283 4.919081 0.572 -0.353 0.125
C -11.534395 2.069347 1.559281 0.629 -1.407 -2.501
O -10.671025 2.674867 0.537251 0.298 -0.126 0.086
C -9.542355 1.884717 0.035151 -1.489 -0.225 0.315
C -9.901875 0.450797 -0.367179 -0.697 0.726 0.439
O -10.957235 0.489837 -1.350159 -1.281 -0.119 -0.650
C -11.348125 -0.811343 -1.671419 0.794 0.453 0.766
C -12.500735 -0.927523 -2.672619 -0.723 -1.191 -1.021
O -13.657785 -0.079953 -2.450269 1.912 -0.468 -0.137
C -13.435285 1.188397 -3.005309 -0.701 -0.461 -1.038
H -12.458275 2.619877 1.736661 0.859 0.906 0.429
H -10.988825 1.637167 2.398141 -0.089 0.649 0.304
H -11.959805 1.230417 1.008531 -0.176 -0.702 0.286
H -8.747955 1.905037 0.781221 0.138 -0.276 -0.061
H -9.173795 2.284747 -0.909429 -0.198 0.930 0.325
H -10.358055 -0.087873 0.463391 0.803 -0.471 0.181
H -9.075715 -0.005993 -0.912069 0.393 -0.314 0.798
H -11.593385 -1.486493 -0.851589 -0.066 0.584 0.742
H -10.486285 -1.278593 -2.147879 -0.127 -0.433 -0.640
H -12.812155 -1.970893 -2.622569 -0.538 0.115 0.589
H -12.119285 -0.901153 -3.693349 -0.224 1.194 -0.130
H -12.747745 1.730177 -2.355809 0.389 0.280 0.706
H -14.383635 1.698787 -3.173339 0.092 -0.025 0.412
H -12.882775 1.017367 -3.929199 0.067 0.393 -0.178
```
Positions in Å, forces in eV/Å.

For the HOMO energy (alpha / beta), the calculation gives -10.1 / -10.1 eV. The frontier orbital gap (alpha / beta) comes out at 0.2228 / 0.0421 Ha. As for the spin multiplicity: 2. The calculation puts the electronic energy at -175741.409 eV. The calculation puts the strongest force on any atom at 3.29 eV/A. Its total charge is +1.